60
Properties=species:S:1:pos:R:3:lowdin_charge:R:1 method="wB97M-V/def2-TZVPD" total_energy_ha=-3742.4042 spin_multiplicity=1 homo_lumo_gap_ev=9.62 smiles="CN(C)C=O.CN(C)C=O.CN(C)C=O.ClCCCl.ClCCCl.ClCCCl" charge=0 homo_ev=-9.227 de_lowest_kcal_mol=94.7
C 5.5680 -7.4728 -0.7016 -0.3576
O 6.6012 -6.8109 -0.9376 -0.0283
N 5.0589 -8.3351 -1.5516 -0.1775
C 3.6739 -8.8197 -1.3958 -0.0512
C 5.7276 -8.5972 -2.8858 -0.0107
H 4.9706 -7.4796 0.2232 0.1316
H 3.6994 -9.9056 -1.4871 0.0774
H 3.1217 -8.5813 -2.3048 0.0838
H 3.2382 -8.6721 -0.4077 0.0888
H 6.4772 -7.8597 -3.1728 0.0830
H 6.1771 -9.5870 -2.8066 0.0844
H 5.0219 -8.7041 -3.7096 0.0761
C -3.7955 3.0345 -8.2484 -0.3156
O -3.8418 2.4228 -7.1650 -0.0221
N -2.8741 4.0048 -8.5907 -0.1851
C -2.8665 4.6840 -9.9494 -0.0322
C -1.8973 4.5091 -7.6158 -0.0564
H -4.5505 2.9320 -9.0432 0.1243
H -1.9502 4.3573 -10.4412 0.0800
H -2.8080 5.7613 -9.7936 0.0784
H -3.7430 4.4523 -10.5545 0.0782
H -1.8105 3.8777 -6.7316 0.0850
H -0.9023 4.4967 -8.0607 0.0800
H -2.0860 5.5468 -7.3408 0.0856
C -0.5591 -2.5854 0.4885 -0.3360
O 0.1958 -3.0738 1.3347 -0.0103
N -0.9535 -1.2871 0.3817 -0.1960
C -1.4820 -0.8542 -0.8998 -0.0718
C -0.7706 -0.3352 1.4863 -0.0320
H -0.8906 -3.1323 -0.4077 0.1254
H -0.6871 -0.2756 -1.3703 0.0930
H -2.4523 -0.3695 -0.7913 0.0880
H -1.7881 -1.5680 -1.6645 0.0844
H -0.3971 -0.7626 2.4169 0.0926
H -0.1278 0.4530 1.0943 0.0820
H -1.6486 0.2967 1.6201 0.0807
Cl -0.3937 8.4268 -1.5099 0.5993
C -1.5191 8.4879 -0.2217 -0.7504
C -1.8761 7.1599 0.3652 -0.6285
Cl -3.1941 6.3034 -0.5650 0.5105
H -2.4188 8.7943 -0.7553 0.0458
H -1.2317 9.2134 0.5394 0.0820
H -2.2715 7.3911 1.3543 0.0690
H -1.0262 6.4983 0.5330 0.0723
Cl 1.7667 6.6791 6.0543 0.5923
C 1.3030 6.4098 7.6939 -0.7532
C -0.0926 5.8588 7.7989 -0.6510
Cl 0.0945 4.0906 7.5963 0.5399
H 1.2269 7.3884 8.1679 0.0710
H 2.0079 5.7330 8.1768 0.0612
H -0.7284 6.2714 7.0155 0.0649
H -0.5696 6.0716 8.7556 0.0749
Cl -2.6224 -4.9919 7.8016 0.4722
C -0.8255 -5.0812 7.4241 -0.6104
C -0.4269 -6.5561 7.3475 -0.7119
Cl -0.5289 -7.2622 8.9300 0.5780
H -0.3131 -4.5932 8.2533 0.0571
H -0.6188 -4.4094 6.5910 0.0711
H 0.6168 -6.5424 7.0336 0.0710
H -1.0073 -7.1019 6.6036 0.0729